Record 1
Molecular formula: C14H37O6V
Method: DFT, ωB97M-V/def2-TZVPD

Each line ends with the natural charge from an NBO analysis.
Positions of all 58 atoms, in Å:
V (-2.3170, 1.8135, -1.5304)  1.478
O (-0.0116, -0.1526, 0.8351)  -0.883
H (0.7160, 0.5773, 0.9906)  0.563
H (-0.8254, 0.1999, 0.3635)  0.570
H (0.3567, -0.9346, 0.3784)  0.541
C (2.7670, -0.1791, 2.3697)  -0.634
C (3.1082, 1.1073, 1.6151)  0.105
C (4.3008, 0.9586, 0.6730)  -0.623
O (2.0220, 1.6456, 0.9251)  -0.930
H (3.5528, -0.3785, 3.1117)  0.184
H (2.6829, -1.0233, 1.6766)  0.154
H (1.8673, -0.0113, 2.9622)  0.212
H (3.2809, 1.8515, 2.4233)  0.108
H (4.5335, 1.9057, 0.1934)  0.213
H (4.0775, 0.1625, -0.0409)  0.181
H (5.1718, 0.6709, 1.2830)  0.166
C (1.2340, 2.4681, -3.8239)  -0.620
C (0.3358, 1.4300, -3.1478)  0.101
C (1.0925, 0.2343, -2.5874)  -0.633
O (-0.2836, 2.0292, -2.0429)  -0.917
H (2.0920, 2.6770, -3.1799)  0.211
H (0.6759, 3.3992, -3.9187)  0.207
H (1.6307, 2.1310, -4.7870)  0.178
H (-0.4341, 1.1021, -3.8723)  0.102
H (0.4891, -0.4293, -1.9699)  0.210
H (1.9378, 0.5776, -1.9818)  0.226
H (1.6076, -0.4178, -3.3145)  0.168
C (-3.3664, -2.1959, -1.3418)  -0.615
C (-3.0110, -1.1162, -0.3159)  0.117
C (-2.5389, -1.8105, 0.9648)  -0.636
O (-2.1553, -0.1724, -0.8893)  -0.991
H (-4.1261, -2.8309, -0.8668)  0.184
H (-2.5206, -2.8233, -1.6236)  0.196
H (-3.8665, -1.7890, -2.2221)  0.199
H (-3.9387, -0.5858, -0.0469)  0.123
H (-2.3283, -1.1192, 1.7806)  0.225
H (-1.7503, -2.5504, 0.8280)  0.188
H (-3.4060, -2.3719, 1.3337)  0.195
C (-3.2614, 2.9727, 2.1523)  -0.626
C (-1.7920, 3.1410, 1.7683)  0.118
C (-0.9481, 2.4880, 2.8620)  -0.644
O (-1.5337, 2.6063, 0.5357)  -0.965
H (-3.5240, 1.9440, 2.4102)  0.192
H (-3.9370, 3.4678, 1.4489)  0.186
H (-3.4901, 3.4908, 3.1013)  0.177
H (-1.4718, 4.1982, 1.8358)  0.113
H (-1.1379, 2.8634, 3.8740)  0.176
H (0.1149, 2.6648, 2.6551)  0.243
H (-0.9565, 1.3910, 2.9095)  0.185
C (1.0240, -4.3592, -1.5602)  -0.640
C (0.7787, -3.9215, -0.1201)  -0.057
O (1.1066, -2.5444, 0.0200)  -0.743
H (1.0560, -5.4467, -1.6568)  0.202
H (1.8732, -3.8282, -1.9888)  0.218
H (0.2043, -4.0930, -2.2370)  0.213
H (1.4376, -4.5381, 0.4977)  0.159
H (-0.2556, -4.0885, 0.1674)  0.184
H (2.0597, -2.4574, 0.1211)  0.487

Cartesian forces (eV/Å) of the 6 atoms listed first:
4.311 -0.695 2.846
-0.533 0.139 0.425
1.339 1.376 -0.537
0.198 0.004 -0.431
-0.085 0.027 -0.117
0.760 0.253 0.299

Gap between HOMO and LUMO (spin up / spin down) = 5.75 / 5.64 eV
HOMO energy (spin up / spin down) = -3.61 / -3.61 eV
Spin multiplicity = 4
F_max = 5.21 eV Å⁻¹
LUMO (spin up / spin down) = 2.14 / 2.03 eV
DFT total energy = -53088.256 eV
Energy above the lowest of the compared OMol25 structures with the same formula, charge and spin = 37.2 kJ/mol
Net charge = -1

Record 2
Molecular formula: C14H38BFO14P3
Method: DFT, ωB97M-V/def2-TZVPD

Each line ends with the Löwdin charge.
Positions of all 71 atoms, in Å:
C (-3.7488, 3.4745, 3.4316)  -0.093
C (-3.3345, 2.0890, 2.9521)  -0.403
F (-3.0488, 2.1192, 1.5497)  -0.118
B (-4.3842, 0.9159, 3.3949)  -0.465
C (-5.7140, 0.8258, 2.4078)  -0.185
C (-6.9614, 1.4538, 3.0200)  -0.196
O (-7.7101, 2.1702, 1.9777)  -0.023
C (-8.6853, 2.9369, 2.3951)  -0.423
O (-9.1990, 2.9247, 3.4745)  0.049
H (-4.8117, 3.6727, 3.2838)  0.062
H (-3.1469, 4.2467, 2.9376)  0.062
H (-3.5132, 3.5222, 4.4951)  0.068
H (-2.3856, 1.8635, 3.4581)  0.096
H (-4.6693, 1.1180, 4.5800)  0.058
H (-3.7844, -0.1583, 3.3229)  0.043
H (-5.9271, -0.2244, 2.2060)  0.070
H (-5.4862, 1.3636, 1.4839)  0.083
H (-6.6904, 2.1367, 3.8242)  0.100
H (-7.5940, 0.6862, 3.4675)  0.118
H (-9.0363, 3.6284, 1.6176)  0.130
C (1.8840, -3.3498, 0.0712)  -0.103
O (0.6995, -3.4384, 0.8866)  -0.215
P (-0.4408, -2.2894, 0.7340)  0.421
O (-1.3741, -2.5127, 1.8360)  -0.218
O (-1.0031, -2.8003, -0.7001)  -0.259
C (-1.7659, -4.0016, -0.7106)  -0.113
O (-0.4724, -0.7797, 0.2521)  -0.230
C (-0.5191, 0.2736, 1.2556)  -0.053
H (2.4380, -4.2756, 0.1970)  0.079
H (1.6194, -3.2341, -0.9844)  0.082
H (2.5152, -2.5198, 0.3846)  0.069
H (-2.1579, -4.2360, 0.2784)  0.082
H (-1.1487, -4.8310, -1.0654)  0.080
H (-2.5962, -3.8588, -1.3999)  0.084
H (0.1433, 0.0592, 2.0917)  0.089
H (-1.5391, 0.3944, 1.6087)  0.074
H (-0.2012, 1.1930, 0.7691)  0.088
C (-1.4828, 3.5120, -4.2694)  -0.091
O (-0.3686, 3.7105, -3.3789)  -0.212
P (0.8076, 2.6021, -3.3398)  0.419
O (1.6335, 2.9627, -2.1804)  -0.239
O (1.4629, 2.9944, -4.7653)  -0.251
C (2.1741, 4.2252, -4.8461)  -0.111
O (0.9542, 1.0511, -3.6383)  -0.204
C (0.9231, 0.1626, -2.4981)  -0.075
H (-2.0685, 4.4267, -4.2661)  0.087
H (-1.1368, 3.3138, -5.2864)  0.085
H (-2.1085, 2.6892, -3.9259)  0.089
H (2.4739, 4.5819, -3.8611)  0.081
H (1.5550, 4.9811, -5.3335)  0.084
H (3.0622, 4.0534, -5.4519)  0.083
H (0.1528, 0.4444, -1.7882)  0.073
H (1.8942, 0.1647, -2.0078)  0.080
H (0.7169, -0.8405, -2.8624)  0.090
C (5.1639, -0.8181, -1.1808)  -0.077
O (4.8401, -1.8127, -0.1863)  -0.231
P (5.8466, -3.0546, 0.0445)  0.419
O (5.1067, -3.9859, 0.9065)  -0.232
O (6.9976, -2.2142, 0.7894)  -0.246
C (6.7321, -1.7558, 2.1168)  -0.095
O (6.9201, -3.8690, -0.8071)  -0.208
C (6.5042, -5.1332, -1.3565)  -0.090
H (4.4580, 0.0005, -1.0728)  0.087
H (6.1765, -0.4354, -1.0420)  0.088
H (5.0650, -1.2449, -2.1785)  0.087
H (5.9228, -2.3172, 2.5816)  0.084
H (6.4760, -0.6956, 2.0976)  0.087
H (7.6423, -1.8894, 2.6970)  0.086
H (5.4990, -5.0899, -1.7697)  0.086
H (6.5477, -5.8907, -0.5779)  0.091
H (7.2067, -5.3872, -2.1465)  0.086

Cartesian forces (eV/Å) of the 6 atoms listed first:
0.493 0.023 -0.476
-0.441 -0.168 1.230
-0.045 0.172 -0.077
0.259 -0.545 -0.463
-0.121 0.419 0.649
0.708 -0.651 0.004

Gap between HOMO and LUMO = 6.53 eV
HOMO energy = -4.92 eV
F_max = 4.69 eV Å⁻¹
LUMO = 1.61 eV
DFT total energy = -75064.253 eV
Energy above the lowest of the compared OMol25 structures with the same formula, charge and spin = 0.0 kJ/mol
Net charge = -1

Record 3
Molecular formula: C14H38BN3O8P2S
Method: DFT, ωB97M-V/def2-TZVPD

Each line ends with the natural charge from an NBO analysis.
Positions of all 67 atoms, in Å:
C (1.2755, -0.0407, 2.9712)  -0.936
P (1.2917, -1.7396, 2.1950)  0.779
C (2.6574, -1.7216, 0.9119)  -0.939
C (-0.3738, -2.2308, 1.4494)  -0.458
S (-1.1954, -3.3416, 2.6737)  -0.007
C (-0.0582, -3.1887, 0.2251)  -0.461
C (-1.3855, -3.1184, -0.6494)  -0.059
O (-1.9953, -1.9010, -0.1792)  -0.543
C (-1.2846, -1.1085, 0.7334)  0.230
O (-0.2752, -0.2513, 0.2220)  -0.752
B (-0.7185, 0.6975, -0.7242)  1.293
O (-1.9689, 0.7547, -1.3449)  -0.912
O (0.1986, 1.7337, -1.0429)  -0.900
P (-2.5823, -0.3670, 1.8977)  2.097
N (-3.7365, -1.3963, 2.2717)  -1.317
O (-3.3343, 0.9711, 1.2366)  -0.974
O (-1.8254, 0.1139, 3.3269)  -0.951
H (0.8892, -0.0553, 4.0136)  0.249
H (0.6696, 0.7153, 2.4266)  0.224
H (2.3165, 0.3547, 3.0109)  0.236
H (2.6781, -2.7006, 0.3898)  0.248
H (3.6398, -1.4332, 1.3321)  0.245
H (2.3634, -0.9705, 0.1300)  0.201
H (-0.4545, -4.5097, 2.6855)  0.143
H (0.0345, -4.2566, 0.4966)  0.238
H (0.6964, -2.8343, -0.5084)  0.233
H (-1.2140, -2.9187, -1.7307)  0.188
H (-2.1008, -3.9533, -0.5338)  0.199
H (-2.3535, 1.6151, -1.1339)  0.515
H (1.0852, 1.4417, -0.8094)  0.487
H (-3.5752, -2.2748, 1.7813)  0.393
H (-4.1185, 1.1329, 1.7774)  0.509
H (-2.4900, 0.6769, 3.7463)  0.496
C (4.4714, -3.2645, -4.8710)  -0.614
C (3.0415, -2.9964, -4.4139)  -0.083
C (2.9367, -2.5923, -2.9323)  -0.074
O (3.0588, -3.6726, -2.0192)  -0.558
C (4.3955, -4.0388, -1.7169)  -0.251
N (2.2180, -4.1721, -4.7172)  -0.819
H (4.8534, -4.2180, -4.5052)  0.202
H (4.5190, -3.2982, -5.9608)  0.223
H (5.1458, -2.4731, -4.5341)  0.203
H (2.6650, -2.1564, -5.0056)  0.192
H (1.9345, -2.1833, -2.7662)  0.178
H (3.6447, -1.7927, -2.6816)  0.168
H (5.0641, -3.1738, -1.6949)  0.173
H (4.7597, -4.7802, -2.4308)  0.171
H (4.4010, -4.5036, -0.7297)  0.191
H (1.2486, -3.9599, -4.4950)  0.350
H (2.4656, -4.8965, -4.0469)  0.354
C (-1.2081, 4.6456, 1.3158)  -0.620
C (-1.9954, 5.7167, 0.5709)  -0.082
C (-2.6833, 6.7323, 1.5006)  -0.075
O (-3.8648, 6.2501, 2.1222)  -0.548
C (-3.6464, 5.4852, 3.2938)  -0.247
N (-2.9564, 5.0602, -0.3238)  -0.826
H (-1.8570, 3.8994, 1.7769)  0.200
H (-0.5490, 4.1133, 0.6264)  0.229
H (-0.5831, 5.0866, 2.0967)  0.203
H (-1.2822, 6.2730, -0.0450)  0.191
H (-3.0023, 7.5833, 0.8918)  0.184
H (-1.9864, 7.1286, 2.2492)  0.165
H (-2.7906, 5.8505, 3.8680)  0.171
H (-3.5107, 4.4302, 3.0432)  0.159
H (-4.5393, 5.5648, 3.9154)  0.191
H (-3.4193, 5.7698, -0.8859)  0.353
H (-3.7044, 4.6880, 0.2572)  0.354

Cartesian forces (eV/Å) of the 6 atoms listed first:
-0.308 0.833 -0.367
1.190 -0.920 1.842
-1.337 1.077 -1.310
1.543 -0.846 -0.861
-0.877 0.004 0.571
-1.643 -0.038 -1.729

Structure (SMILES) = CP(C)[C@]1(S)CCO[C@@]1(OB(O)O)P(=N)(O)O.COC[C@@H](C)N.COC[C@@H](C)N
Gap between HOMO and LUMO = 7.83 eV
HOMO energy = -7.62 eV
F_max = 3.61 eV Å⁻¹
LUMO = 0.22 eV
DFT total energy = -66075.276 eV

Record 4
Molecular formula: C14H38BO22
Method: DFT, ωB97M-V/def2-TZVPD

Each line ends with the Löwdin charge.
Positions of all 75 atoms, in Å:
O (17.1010, -12.6665, 15.8493)  0.129
C (17.4029, -13.2692, 16.8405)  -0.318
O (17.9399, -12.7232, 17.9198)  0.216
B (18.1616, -13.7547, 18.9531)  -0.886
O (17.5641, -14.9770, 18.3878)  0.264
C (17.1436, -14.7564, 17.1657)  -0.336
O (16.6400, -15.5564, 16.4319)  0.140
O (17.5628, -13.4755, 20.2582)  0.241
C (18.5002, -13.4402, 21.1965)  -0.350
O (18.3449, -13.1838, 22.3549)  0.167
C (19.8488, -13.7653, 20.5152)  -0.376
O (19.6141, -13.8809, 19.2097)  0.201
O (20.9161, -13.8085, 21.0493)  0.163
O (17.1591, -18.2655, 16.5062)  -0.074
H (18.1203, -18.2247, 16.5264)  0.018
H (16.9072, -17.3272, 16.5506)  -0.012
O (20.0587, -16.2953, 22.8582)  -0.048
H (20.5467, -16.0093, 22.0790)  0.013
H (19.6671, -17.1393, 22.6161)  0.032
O (22.0024, -12.1803, 18.2439)  -0.052
H (22.0402, -12.9169, 18.8632)  0.020
H (21.1553, -11.7605, 18.4359)  -0.004
O (19.4400, -10.5194, 18.9321)  -0.033
H (19.1921, -9.8513, 18.2868)  0.054
H (19.2028, -11.3579, 18.5104)  0.005
C (18.9929, -12.0007, 13.0455)  -0.239
C (18.4270, -13.3800, 12.7938)  -0.255
O (17.0602, -13.4708, 13.0913)  -0.067
O (18.5188, -11.0396, 12.1074)  -0.063
H (20.0787, -12.0012, 12.9249)  0.121
H (18.8087, -11.7155, 14.0893)  0.109
H (19.0450, -14.1126, 13.3411)  0.106
H (18.5721, -13.6572, 11.7494)  0.128
H (16.8832, -13.1922, 13.9980)  0.038
H (17.5842, -10.8698, 12.2696)  0.070
C (14.7884, -12.5946, 22.3417)  -0.249
C (13.7900, -13.3057, 21.4400)  -0.244
O (14.4270, -13.8166, 20.2729)  -0.067
O (15.5546, -13.5659, 23.0359)  -0.075
H (14.2748, -11.9761, 23.0869)  0.111
H (15.4364, -11.9546, 21.7386)  0.121
H (13.0309, -12.6020, 21.0928)  0.114
H (13.3346, -14.1066, 22.0270)  0.116
H (14.8977, -14.6182, 20.5196)  0.081
H (16.4825, -13.5188, 22.7672)  0.036
C (21.0910, -14.5870, 15.9790)  -0.263
C (20.5904, -15.9413, 16.4328)  -0.211
O (19.4674, -16.3622, 15.6572)  -0.076
O (21.5735, -14.5688, 14.6654)  -0.042
H (21.8411, -14.2298, 16.7101)  0.112
H (20.3063, -13.8491, 16.1720)  0.117
H (20.2100, -15.8507, 17.4498)  0.112
H (21.3651, -16.7126, 16.3575)  0.121
H (19.7041, -16.6894, 14.7841)  0.081
H (22.3799, -15.0920, 14.6542)  0.090
C (14.8452, -11.1347, 13.9921)  -0.245
C (13.8665, -10.9503, 15.1487)  -0.230
O (14.1143, -11.8426, 16.2444)  -0.064
O (14.8107, -10.0075, 13.1198)  -0.062
H (14.5801, -12.0493, 13.4530)  0.130
H (15.8556, -11.2425, 14.3827)  0.094
H (12.8401, -11.1029, 14.8157)  0.117
H (13.9676, -9.9331, 15.5469)  0.117
H (15.0682, -11.9640, 16.2808)  0.042
H (14.1425, -10.1617, 12.4479)  0.083
C (16.7894, -17.2826, 12.6517)  -0.239
C (15.6439, -17.2995, 13.6327)  -0.251
O (15.1401, -16.0167, 13.9537)  -0.058
O (17.8779, -16.4741, 13.0640)  -0.074
H (16.4649, -16.9558, 11.6504)  0.115
H (17.1550, -18.3035, 12.5094)  0.116
H (15.9599, -17.8313, 14.5353)  0.097
H (14.8210, -17.9008, 13.2274)  0.117
H (15.5717, -15.7297, 14.7683)  0.042
H (17.4961, -15.6873, 13.4783)  0.047

Cartesian forces (eV/Å) of the 6 atoms listed first:
0.036 -0.105 -0.175
-0.208 0.296 0.706
-0.029 -0.149 -0.221
0.046 -0.329 0.446
0.166 -0.076 -0.237
0.186 -0.073 0.095

Gap between HOMO and LUMO = 9.39 eV
HOMO energy = -7.47 eV
F_max = 1.95 eV Å⁻¹
LUMO = 1.93 eV
DFT total energy = -60862.903 eV
Net charge = -1